(1)
Computed, not measured: a structure of composition C23H16O6PV, with ωB97M-V/def2-TZVPD.

```
47
C23H16O6PV, DFT ωB97M-V/def2-TZVPD
O -4.414 -0.768 -1.340
C -3.358 -0.777 -1.837
V -1.613 -0.853 -2.930
C 0.137 -0.891 -3.861
O 1.070 -0.948 -4.512
C -2.669 -1.371 -4.678
O -2.104 -1.654 -5.711
C -1.926 1.022 -3.500
O -2.135 2.112 -3.885
C -1.528 -2.811 -2.596
O -1.508 -3.975 -2.460
H -3.798 -1.350 -4.529
O -0.333 -0.370 -1.405
P 0.397 -0.005 -0.105
C -0.322 1.655 0.276
C -1.449 2.043 -0.437
C -1.944 3.351 -0.354
C -1.275 4.275 0.491
C -0.105 3.889 1.193
C 0.403 2.625 1.008
C -0.009 -1.432 0.982
C 0.919 -1.992 1.859
C 0.611 -3.078 2.675
C -0.499 -3.861 2.316
C -1.326 -3.445 1.246
C -1.087 -2.266 0.570
C 1.992 0.393 0.919
C 3.137 0.968 0.330
C 4.254 1.251 1.139
C 4.244 0.938 2.512
C 3.064 0.569 3.146
C 1.895 0.485 2.370
H -2.052 1.319 -1.031
H -2.786 3.665 -0.984
H -1.669 5.263 0.647
H 0.480 4.568 1.850
H 1.333 2.408 1.488
H 1.846 -1.473 2.122
H 1.358 -3.351 3.432
H -0.664 -4.781 2.839
H -2.183 -4.037 0.951
H -1.720 -1.993 -0.294
H 3.100 1.174 -0.757
H 5.125 1.715 0.655
H 5.167 1.005 3.081
H 3.026 0.356 4.212
H 0.919 0.434 2.896
```

Calculated values
- relative energy (zero: lowest compared OMol25 entry of this formula, charge and spin) (kJ/mol) = 192.45
- multiplicity = 4
- net charge = +1
- orbital gap (spin up / spin down) (Eh) = 0.2651 / 0.1930


(2)
Computed, not measured: a structure of composition C23H17Cl2N3O2Pt, with ωB97M-V/def2-TZVPD.

```
48
C23H17Cl2N3O2Pt, DFT ωB97M-V/def2-TZVPD
Pt 0.247 -0.282 0.299
C -0.248 2.989 -2.910
C -0.908 3.995 -2.219
C -1.313 3.757 -0.917
C -1.032 2.528 -0.322
N -0.350 1.586 -0.995
C 0.017 1.797 -2.250
C -1.464 2.183 1.041
C -2.073 3.092 1.906
C -2.470 2.663 3.162
C -2.213 1.358 3.548
C -1.574 0.498 2.657
N -1.254 0.920 1.428
C -1.198 -0.884 2.986
C -1.371 -1.453 4.249
C -0.953 -2.754 4.472
C -0.402 -3.478 3.425
C -0.260 -2.847 2.197
N -0.626 -1.591 2.000
H 0.072 3.128 -3.929
H -1.101 4.949 -2.687
H -1.840 4.523 -0.377
H 0.550 0.992 -2.744
H -2.237 4.114 1.613
H -2.964 3.345 3.837
H -2.499 1.023 4.530
H -1.796 -0.890 5.062
H -1.033 -3.190 5.456
H -0.068 -4.495 3.558
H 0.169 -3.364 1.350
Cl 2.383 -2.768 -6.484
C 2.223 -2.151 -4.911
C 3.242 -1.338 -4.360
C 3.154 -0.893 -3.077
C 2.024 -1.198 -2.238
O 2.006 -0.795 -1.049
C 0.952 -1.967 -2.854
C -0.263 -2.222 -2.139
O -0.566 -1.914 -0.984
C 1.092 -2.446 -4.156
H 4.096 -1.082 -4.967
H 3.938 -0.301 -2.625
H -1.031 -2.741 -2.736
H 0.314 -3.062 -4.580
Cl 1.570 1.217 2.839
C 2.013 0.013 1.681
H 2.227 -0.934 2.171
H 2.817 0.369 1.040
```

Calculated values
- net charge = +2
- orbital gap (spin up / spin down) (Eh) = 0.1380 / 0.1532


(3)
Computed, not measured: a structure of composition C23H17Cl5N6O3Pt, with ωB97M-V/def2-TZVPD.

```
55
C23H17Cl5N6O3Pt, DFT ωB97M-V/def2-TZVPD
Pt -0.091 0.063 -0.630
Cl 3.774 -4.775 -3.301
C 2.482 -3.784 -2.852
C 2.701 -2.718 -2.047
C 1.598 -1.898 -1.685
N 1.621 -0.828 -0.923
C 2.761 -0.242 -0.280
O 3.875 -0.658 -0.369
C 2.360 0.960 0.521
C 3.321 1.631 1.244
C 2.941 2.728 2.005
C 1.610 3.100 2.013
C 0.699 2.376 1.258
N 1.057 1.333 0.517
C 0.231 -2.232 -2.192
C 0.050 -3.363 -3.034
C 1.131 -4.112 -3.357
Cl 0.947 -5.458 -4.360
N -0.695 -1.398 -1.775
C -2.100 -1.446 -2.058
O -2.628 -2.286 -2.720
C -2.812 -0.295 -1.414
C -4.168 -0.154 -1.608
C -4.819 0.926 -1.027
C -4.079 1.821 -0.278
C -2.717 1.614 -0.124
N -2.086 0.579 -0.672
H 3.690 -2.488 -1.687
H 4.344 1.282 1.201
H 3.672 3.276 2.583
H 1.262 3.942 2.594
H -0.346 2.641 1.257
H -0.930 -3.613 -3.407
H -4.687 -0.887 -2.211
H -5.883 1.064 -1.163
H -4.538 2.681 0.190
H -2.118 2.300 0.453
C 0.257 -0.125 4.939
N -0.455 -1.289 4.432
C -1.059 -2.252 5.351
C -0.607 -1.421 3.116
O -0.180 -0.626 2.277
H 0.400 -0.234 6.009
H -0.303 0.792 4.747
H 1.229 -0.043 4.453
H -0.574 -2.170 6.319
H -0.911 -3.267 4.986
H -2.126 -2.069 5.483
H -1.154 -2.331 2.826
Cl -0.464 5.435 -4.488
C 0.810 4.215 -4.472
Cl 1.227 3.719 -6.110
Cl 2.239 4.821 -3.621
C 0.314 3.039 -3.740
N -0.071 2.122 -3.170
```

Calculated values
- relative energy (zero: lowest compared OMol25 entry of this formula, charge and spin) (kJ/mol) = 0.00
- net charge = +2
- orbital gap (Eh) = 0.1948


Sequential max |F| output: 6.990, 4.588, 0.186 eV/Å
Sequential E output: -71361.9522, -60966.3266, -105054.4153 eV
Sequential M output: 470.293, 633.392, 797.771 g mol⁻¹